1.
Density functional theory data (ωB97M-V/def2-TZVPD) for an isolated molecule of C27H32Cl2FNO7P2.

Atoms and positions in Å:
1 C 0.89493 -3.97776 -2.69363
2 C -0.31215 -3.26493 -3.49657
3 O 0.16436 -1.99756 -4.00327
4 C -0.90052 -1.03873 -4.17463
5 C -0.91784 0.11826 -3.02281
6 C -1.27894 -0.63640 -1.65409
7 C -2.77398 -1.03035 -1.33139
8 C -4.00188 -0.74210 -2.30717
9 C -4.29261 0.82760 -2.57100
10 C -5.60291 1.37093 -1.80065
11 N -5.09726 2.31650 -0.72610
12 C -3.05290 -1.75077 0.03990
13 C -1.86544 -2.09809 1.01579
14 C -2.27066 -2.83636 2.39494
15 C -2.38700 -1.63908 3.49337
16 C -3.06308 -2.10270 4.87123
17 O -1.07521 -1.02740 3.76121
18 C -0.39534 -1.75578 0.68282
19 C -0.12200 -0.98927 -0.67265
20 C 1.41436 -0.61882 -0.93832
21 O 1.94533 -0.62452 -2.09021
22 C 2.30427 -0.26296 0.34493
23 C 2.03960 -1.06120 1.67832
24 C 2.91146 -0.76342 2.91935
25 C 4.06499 0.30394 2.94003
26 F 4.86276 0.51504 4.08485
27 C 4.31204 1.12403 1.63393
28 P 5.63908 2.44287 1.41879
29 P 5.89216 3.64103 3.22854
30 O 6.85254 3.03867 4.26027
31 O 6.59338 5.13028 2.69750
32 O 4.42333 3.98456 4.01572
33 C 3.41434 0.80962 0.38996
34 C 3.65322 1.66265 -0.95970
35 Cl 4.69959 1.10860 -2.33835
36 C 2.94486 2.90685 -1.01514
37 C 3.00293 3.93798 -2.22618
38 Cl 1.90346 3.40597 0.42347
39 C 0.85537 -2.12810 1.62273
40 O 0.86337 -3.18547 2.29718
41 H 1.54017 -4.66028 -3.35857
42 H 0.52850 -4.55558 -1.76042
43 H 1.58398 -3.15452 -2.30527
44 H -0.60723 -3.98554 -4.34013
45 H -1.19770 -3.19049 -2.77610
46 H -0.91962 -0.56256 -5.22890
47 H -1.89452 -1.60552 -4.03672
48 H 0.05232 0.71703 -2.97980
49 H -1.74111 0.85181 -3.34570
50 H -4.94113 -1.14910 -1.76726
51 H -3.93770 -1.31010 -3.31274
52 H -3.40900 1.49252 -2.26823
53 H -4.51180 0.92176 -3.70380
54 H -6.23214 0.51485 -1.36461
55 H -6.24973 2.02122 -2.50486
56 H -5.00228 3.26632 -1.13000
57 H -5.81340 2.42334 0.01023
58 H -4.13924 -2.03127 0.30593
59 H -3.32295 -3.28131 2.27607
60 H -1.53666 -3.65190 2.70078
61 H -3.00622 -0.79262 3.00127
62 H -4.18976 -1.90628 4.79194
63 H -2.68826 -1.40554 5.71439
64 H -2.83764 -3.20803 5.11380
65 H -1.07961 -0.13004 3.34611
66 H 2.74851 -1.32603 3.90680
67 H 5.19699 3.40442 0.42437
68 H 6.22852 5.87692 3.22131
69 H 4.53531 3.86163 4.99169
70 H 1.93922 4.09092 -2.65709
71 H 3.28158 4.96303 -1.76699
72 H 3.69009 3.63575 -3.08157

Properties
* HOMO energy: -8.73 eV
* total charge: 0
* gap between HOMO and LUMO: 0.2721 Eh
* spin multiplicity: 1
* SMILES string: CCOCCc1c(CCCN)cc(C[C@@H](C)O)c2c1C(=O)c1c(cc(F)c(PP(=O)(O)O)c1/C(Cl)=C(/C)Cl)C2=O


2.
Density functional theory data (ωB97M-V/def2-TZVPD) for a structure of composition C27H32ClPPb.

Atoms and positions in Å:
1 C 0.20948 -2.95430 -6.32200
2 C -1.20621 -3.34114 -6.26352
3 C 0.59293 -1.68753 -6.95053
4 C 1.24601 -3.90060 -5.89411
5 Cl 0.13133 -1.36566 -3.21357
6 H 0.72688 -1.81086 -8.03869
7 H 1.54954 -1.30297 -6.56851
8 H -0.17172 -0.90692 -6.82485
9 H -1.48079 -3.86420 -7.19252
10 H -1.88053 -2.47617 -6.18372
11 H -1.43216 -4.03478 -5.43994
12 H 1.52168 -4.55285 -6.73790
13 H 0.91560 -4.56741 -5.08398
14 H 2.17098 -3.39930 -5.57607
15 C -1.93377 1.86416 0.29610
16 C -0.91687 2.19839 -0.63878
17 C -1.13989 1.43501 -1.82164
18 H -0.11914 2.93265 -0.49792
19 C -2.30582 0.62728 -1.61412
20 C -2.80166 0.91938 -0.30036
21 H -3.70376 0.51061 0.16790
22 H -2.07535 2.35223 1.24755
23 H -0.52375 1.43832 -2.71524
24 H -2.73845 -0.09596 -2.30813
25 C 2.57246 -0.98204 1.11497
26 C 2.28311 0.38156 1.38994
27 C 2.22174 1.08504 0.15442
28 H 2.22190 0.85356 2.35958
29 C 2.40821 0.14366 -0.89640
30 C 2.62783 -1.14699 -0.30538
31 H 2.78006 -2.09056 -0.82999
32 H 2.73926 -1.75298 1.87074
33 H 2.07986 2.16066 0.03338
34 H 2.35459 0.35447 -1.96208
35 Pb -0.22991 -1.12552 -0.77631
36 C -0.43989 1.67038 3.62296
37 P -0.73315 -0.05432 2.88403
38 C 0.14124 -1.13755 4.04064
39 C 1.07912 -0.63276 4.95777
40 C 1.95087 -1.49991 5.62130
41 C 1.87445 -2.87698 5.44259
42 C 0.96977 -3.37960 4.51338
43 C 0.08483 -2.52978 3.83725
44 C -2.45884 -0.37302 3.29626
45 C -3.04099 -1.58899 2.88007
46 C -4.43234 -1.76464 2.92198
47 C -5.25751 -0.77062 3.44149
48 C -4.69120 0.44442 3.80895
49 C -3.30603 0.64126 3.77519
50 H 0.61540 1.99220 3.54125
51 H -0.74596 1.59746 4.68600
52 H -1.01715 2.44479 3.10462
53 H 1.13193 0.44589 5.12784
54 H 2.67560 -1.05869 6.30159
55 H 2.43767 -3.53562 6.09489
56 H 0.92108 -4.44475 4.32119
57 H -0.60254 -2.93481 3.08571
58 H -2.40512 -2.36276 2.44666
59 H -4.85886 -2.69606 2.56521
60 H -6.30589 -0.95726 3.64842
61 H -5.30829 1.27687 4.14990
62 H -2.87841 1.59429 4.08629

Properties
* HOMO energy (spin up / spin down): -13.12 / -12.27 eV
* total charge: +2
* gap between HOMO and LUMO (spin up / spin down): 0.1633 / 0.1541 Eh
* spin multiplicity: 1


3.
Density functional theory data (ωB97M-V/def2-TZVPD) for a structure of composition C27H32GeIrN3O2S.

Atoms and positions in Å:
1 Ir 0.44068 -0.68837 0.70521
2 C 2.68728 1.83403 0.69040
3 O 1.41820 1.43813 1.19869
4 C 1.24062 1.65551 2.60147
5 C 1.68687 0.46641 3.41315
6 O 0.79964 -0.60408 3.11735
7 C 1.07613 -1.79224 3.85750
8 H 2.86340 2.88696 0.91597
9 H 2.65028 1.69934 -0.38880
10 H 3.49640 1.22977 1.11282
11 H 0.16977 1.80449 2.74625
12 H 1.77743 2.55487 2.91048
13 H 1.63196 0.71657 4.47800
14 H 2.71563 0.17324 3.17326
15 H 1.00229 -1.58430 4.92675
16 H 2.06913 -2.17339 3.61373
17 H 0.32083 -2.52129 3.57650
18 C -1.24368 -0.14284 0.81681
19 Ge -2.16954 0.45764 -0.83574
20 C -2.20320 -1.22739 -1.81473
21 C -2.97179 -2.23220 -1.22107
22 C -3.03725 -3.50126 -1.77663
23 C -2.33641 -3.78542 -2.94032
24 C -1.57713 -2.79683 -3.54672
25 C -1.50779 -1.52728 -2.98578
26 C -1.11149 1.94657 -1.50649
27 C -0.28954 1.91599 -2.63228
28 C 0.43489 3.03977 -3.01249
29 C 0.35617 4.20395 -2.26339
30 C -0.45334 4.24704 -1.13620
31 C -1.18156 3.12732 -0.76333
32 C -3.98389 1.07438 -0.57002
33 C -4.74723 1.40181 -1.69176
34 C -6.05375 1.84296 -1.54712
35 C -6.60924 1.96174 -0.27918
36 C -5.85941 1.63995 0.84115
37 C -4.55004 1.19654 0.69593
38 H -3.53446 -2.01768 -0.31803
39 H -3.63966 -4.26652 -1.30469
40 H -2.39040 -4.77301 -3.37904
41 H -1.04437 -3.01056 -4.46480
42 H -0.92645 -0.76953 -3.49267
43 H -0.21777 1.02391 -3.23738
44 H 1.05431 3.00787 -3.89984
45 H 0.91426 5.08096 -2.56426
46 H -0.52598 5.15744 -0.55517
47 H -1.82648 3.17875 0.10788
48 H -4.32373 1.31286 -2.68684
49 H -6.63971 2.09356 -2.42181
50 H -7.62948 2.30428 -0.16647
51 H -6.29313 1.73180 1.82866
52 H -3.97008 0.94111 1.57618
53 C 5.39855 -3.24558 2.76214
54 C 5.70456 -2.15759 1.73474
55 C 4.52535 -1.85176 0.86180
56 N 3.32615 -1.68420 1.27842
57 N 2.43842 -1.39842 0.26266
58 C 3.00533 -1.35080 -0.92706
59 N 2.33580 -1.06364 -2.05363
60 S 4.69051 -1.67489 -0.87196
61 H 6.27338 -3.42184 3.38563
62 H 5.13331 -4.18188 2.27203
63 H 4.57121 -2.95065 3.40537
64 H 6.54380 -2.45343 1.10435
65 H 6.00120 -1.23551 2.24004
66 H 1.32504 -1.05631 -2.00688
67 H 2.76920 -1.20686 -2.94875

Properties
* ΔE to the lowest compared entry with this formula, charge and spin: 141.5 kJ/mol
* HOMO energy (spin up / spin down): -10.36 / -10.47 eV
* total charge: +1
* gap between HOMO and LUMO (spin up / spin down): 0.2501 / 0.2543 Eh
* spin multiplicity: 2


Q: Among the records above, which one has the lowest total charge?
A: C27H32Cl2FNO7P2